The following is a quantum chemistry calculation of a molecular structure, C19H35BCl15NO5Si2, from the Open Molecules 2025 dataset.

Each line ends with the Mulliken charge.
Atoms and positions in Å:
Cl: -5.595 5.255 0.841  -0.1867
Cl: 3.501 1.501 -4.174  -0.1687
Cl: -7.648 -1.220 -0.517  -0.1115
Cl: -3.202 -4.260 3.807  -0.1773
Cl: -4.576 2.553 0.239  -0.0222
Cl: -3.224 -1.639 2.449  -0.0037
Cl: 4.990 -1.656 2.296  -0.1087
Cl: 4.689 -2.090 9.286  -0.1589
Cl: 6.204 -1.949 6.785  -0.1861
Cl: 3.898 -3.999 -3.147  -0.1847
Cl: -1.966 0.072 -7.135  -0.1538
Cl: 4.150 -3.592 -0.256  -0.1332
Cl: -0.153 -0.667 -9.307  -0.1651
Cl: -7.948 0.984 -2.426  -0.1412
Cl: 3.225 -0.965 4.521  -0.1657
Si: 2.719 0.556 -1.067  0.4636
Si: 1.290 3.017 -1.319  -0.2774
O: 1.564 -0.016 -4.860  -0.5118
O: 2.766 2.220 -1.244  -0.2919
O: -0.298 -0.753 1.420  -0.2959
O: 1.642 5.676 -0.021  -0.4692
O: 0.646 4.049 1.374  -0.5842
N: 4.413 0.084 -0.973  -0.5782
C: -4.380 0.013 -1.598  0.0593
C: -2.007 0.285 -1.199  0.3131
C: -2.187 0.255 0.194  1.1257
C: -3.490 0.110 0.648  -0.8051
C: 4.765 -3.151 -1.859  0.2193
C: -4.579 -0.014 -0.230  -0.6021
C: -8.485 -0.635 -1.963  -0.2808
C: 2.222 0.299 -3.934  0.1940
C: 1.998 -0.337 -2.578  0.3018
C: -4.370 4.024 1.205  -0.2923
C: 0.739 -0.960 0.464  0.6261
C: -0.378 0.337 -7.869  0.0566
C: -3.314 -2.502 4.003  -0.4077
C: -3.066 0.160 -2.058  -1.2378
C: -1.072 0.410 1.216  -0.5592
C: 1.289 -2.351 0.764  -1.4022
C: 4.819 -0.725 3.791  0.0265
C: 1.908 0.052 0.564  0.7344
C: 4.676 -2.418 7.552  -0.0663
B: 1.203 4.405 0.136  0.5910
H: 1.746 6.085 0.849  0.3171
H: -1.021 0.397 -1.626  0.0553
H: -8.283 -1.318 -2.779  0.2657
H: -4.451 3.761 2.254  0.3034
H: 1.857 -2.313 1.695  0.3270
H: 4.993 0.917 -1.037  0.2862
H: 0.274 -0.985 -0.525  0.0299
H: -2.910 0.184 -3.130  0.5872
H: 4.575 -0.265 -0.031  0.0233
H: 1.635 0.957 1.114  -0.0211
H: 0.445 -3.011 0.960  0.4505
H: 4.526 -3.480 7.397  0.2992
H: 2.678 -0.428 1.168  -0.5804
H: 3.873 -1.854 7.094  0.1143
H: -3.766 0.075 1.703  0.4792
H: 4.942 0.327 3.563  0.2529
H: -9.547 -0.600 -1.756  0.3177
H: 0.932 -0.546 -2.521  0.2422
H: -1.554 0.624 2.168  0.6696
H: 1.923 -2.728 -0.042  0.0383
H: -0.477 1.297 0.977  -0.4405
H: -3.391 4.441 0.999  0.2003
H: 0.389 0.089 -7.144  0.0166
H: -4.263 -2.267 4.470  0.3239
H: 5.815 -3.411 -1.911  0.3760
H: 0.236 2.017 -1.073  0.1944
H: 5.576 -1.049 4.495  0.0173
H: 2.507 -1.304 -2.641  0.0123
H: -5.200 -0.072 -2.293  0.1630
H: 1.117 3.634 -2.650  -0.1871
H: -2.494 -2.172 4.630  0.2635
H: 4.638 -2.081 -1.990  -0.2264
H: -5.599 -0.114 0.126  0.2816
H: -0.297 1.379 -8.155  0.2726
H: 1.195 3.395 1.819  0.2936

Values from the calculation:
- net charge = 0
- gap between HOMO and LUMO (eV) = 8.67
- DFT total energy (a.u.) = -8682.79045
- lowest unoccupied orbital energy (eV) = -0.102
- highest occupied orbital energy (eV) = -8.8

=====

The following is a quantum chemistry calculation of a single CH4INP2 molecule, from the Open Molecules 2025 dataset.

Each line ends with the Mulliken charge.
Atoms and positions in Å:
I: -0.158 2.534 -3.252  -0.1815
P: -0.942 0.688 -1.755  -0.0290
P: 1.360 -0.196 0.169  0.1227
N: 0.146 0.484 -0.589  -0.0137
C: 0.497 -1.224 1.483  -0.8470
H: -0.435 -1.594 0.962  0.2728
H: 1.184 -1.879 2.065  0.3054
H: -1.587 1.647 -1.145  0.0778
H: -0.065 -0.461 2.063  0.2925

Values from the calculation:
- net charge = 0
- gap between HOMO and LUMO (eV) = 7.61
- SMILES = C/P=N/PI
- DFT total energy (a.u.) = -1075.62728
- energy relative to the best compared isomer or geometry (same formula, charge and spin) (eV) = 0.638
- lowest unoccupied orbital energy (eV) = -1.043
- highest occupied orbital energy (eV) = -8.7